# 1
Molecular formula: Cl2H2NOP
Method: DFT, the ωB97M-V functional and the def2-TZVPD basis

CARTESIAN COORDINATES (ANGSTROEM)
N (0.22945, 0.03164, 0.69642)
O (-0.89375, 0.02346, -1.60748)
P (-1.15791, -0.03688, -0.01123)
Cl (-2.46636, -1.54504, 0.14214)
Cl (-2.46403, 1.58035, 0.13334)
H (0.00262, -0.30180, 1.62658)
H (0.00012, -0.32291, -1.47104)

HOMO-LUMO gap: 10.65 eV
SMILES: N=P(O)(Cl)Cl
HOMO energy: -10.54 eV
E_tot: -37905.31638 eV
Net charge: 0


# 2
Molecular formula: C3H11N2O2
Method: DFT, the ωB97M-V functional and the def2-TZVPD basis

CARTESIAN COORDINATES (ANGSTROEM)
N (-2.03390, 0.32240, 4.68058)
C (-1.14151, -0.14922, -1.29634)
C (-1.62073, -0.81344, -2.48195)
C (0.18766, -0.13888, -0.72723)
N (1.15092, -0.68822, -1.48672)
O (0.41705, 0.48209, 0.31027)
H (-2.55150, -0.32385, 5.25624)
H (-2.57689, 1.12950, 4.41869)
H (-1.19516, 0.55320, 5.18887)
H (-1.89422, 0.53514, -0.92123)
H (-1.82899, -0.08918, -3.28132)
H (-2.61076, -1.24357, -2.24923)
H (-1.01291, -1.64496, -2.83287)
H (2.12151, -0.72862, -1.16996)
H (0.94096, -1.20258, -2.32801)
H (3.34262, 1.57511, 0.14198)
H (2.03338, 0.67345, 0.17420)
O (2.97321, 0.71712, -0.07609)

HOMO-LUMO gap: 3.41 eV
HOMO energy: -11.97 eV
E_tot: -10354.97431 eV
Net charge: +1


# 3
Molecular formula: C16H19F6IrN7O2PSb
Method: DFT, the ωB97M-V functional and the def2-TZVPD basis

CARTESIAN COORDINATES (ANGSTROEM)
Ir (-0.36524, -0.38665, -1.21755)
C (4.64762, 1.00358, 0.44176)
N (3.57889, 0.31406, -0.30910)
C (3.80043, -0.60135, -1.30788)
C (2.58541, -0.96197, -1.79439)
N (1.62824, -0.26436, -1.09890)
C (2.25832, 0.51398, -0.19973)
P (1.49125, 1.74765, 0.89999)
C (0.28129, 2.39461, -0.27244)
N (-0.42909, 1.65973, -1.13577)
C (-1.21967, 2.50322, -1.86064)
C (-0.97682, 3.77436, -1.42873)
N (-0.04344, 3.69309, -0.43781)
C (0.54395, 4.85102, 0.26205)
C (0.28983, 0.59065, 1.73007)
N (-0.54078, -0.23598, 1.07859)
C (-1.26623, -0.87750, 1.97805)
C (-0.86969, -0.40222, 3.30046)
N (0.08150, 0.49073, 3.10385)
C (0.79126, 1.25974, 4.15371)
H (5.60296, 0.60917, 0.11100)
H (4.53630, 0.81836, 1.50666)
H (4.61611, 2.07057, 0.23644)
H (4.79107, -0.92530, -1.58067)
H (2.34689, -1.64015, -2.59561)
H (-1.90167, 2.16113, -2.62075)
H (-1.40180, 4.71163, -1.74756)
H (0.09296, 5.75371, -0.13745)
H (1.61613, 4.88644, 0.08711)
H (0.33452, 4.79353, 1.32699)
H (-2.03258, -1.59717, 1.73364)
H (-1.23026, -0.68889, 4.27963)
H (0.41852, 0.93840, 5.12185)
H (0.59117, 2.31996, 4.02169)
H (1.85755, 1.05987, 4.08968)
F (-2.28691, -0.45988, -1.40250)
Sb (-4.53104, -0.20700, -0.69893)
F (-4.06352, -1.93814, -0.18684)
F (-3.56622, 0.29560, 0.84270)
F (-6.26506, -0.08268, -0.15535)
F (-4.12025, 1.48815, -1.30847)
F (-4.69428, -0.78953, -2.43638)
O (0.92966, -2.90726, 0.41650)
C (0.22036, -3.33593, -0.43965)
C (-0.16798, -4.76129, -0.75744)
C (-1.21045, -4.66794, -1.86418)
C (-1.27180, -3.15256, -2.10545)
O (-2.04644, -2.67022, -2.95682)
N (-0.44930, -2.44630, -1.35743)
H (-0.54978, -5.23583, 0.14534)
H (0.72516, -5.30799, -1.05996)
H (-2.21148, -5.00287, -1.59164)
H (-0.94557, -5.15602, -2.80170)

HOMO-LUMO gap (alpha / beta): 8.85 / 5.30 eV
HOMO energy (alpha / beta): -18.46 / -18.47 eV
E_tot: -66369.60532 eV
Spin multiplicity: 5
Net charge: +3


# 4
Molecular formula: C17H35FN4O11S
Method: DFT, the ωB97M-V functional and the def2-TZVPD basis

CARTESIAN COORDINATES (ANGSTROEM)
C (-0.49874, 2.38414, 1.57721)
C (-0.28269, 0.93800, 1.15347)
O (0.56614, 0.23090, 1.69389)
N (-1.10771, 0.48709, 0.20892)
C (-1.07825, -0.88372, -0.32055)
H (-1.51948, 2.75700, 1.46108)
H (0.09130, 3.01594, 0.90772)
H (-0.24675, 2.55034, 2.62085)
H (-1.73850, 1.07977, -0.31233)
H (-1.36844, -0.87857, -1.36292)
H (-1.91509, -1.34578, 0.21827)
H (-0.13977, -1.36548, -0.07197)
C (-1.50422, -0.24390, -4.19803)
C (-0.34771, -1.24345, -4.15124)
O (0.09086, -1.63949, -3.08105)
N (0.14927, -1.66515, -5.33839)
C (1.15538, -2.66251, -5.52100)
H (-1.53068, 0.33085, -3.27847)
H (-2.44344, -0.79911, -4.23833)
H (-1.42748, 0.37517, -5.09160)
H (-0.40099, -1.40057, -6.13930)
H (0.83392, -3.61516, -5.94251)
H (1.70025, -2.91276, -4.61025)
H (1.97570, -2.25574, -6.12156)
C (2.87485, 2.72269, 2.93364)
C (3.39012, 1.35980, 3.33514)
O (3.44101, 1.06236, 4.52310)
N (3.87407, 0.57894, 2.36495)
C (4.54441, -0.67453, 2.67481)
H (2.35801, 3.22857, 3.74257)
H (2.23522, 2.72600, 2.04816)
H (3.75417, 3.32086, 2.67499)
H (3.85433, 0.77120, 1.37594)
H (5.33776, -0.82653, 1.93335)
H (3.82805, -1.47651, 2.48820)
H (5.12423, -0.70171, 3.59075)
C (-3.27278, 4.14788, -0.83460)
C (-3.53007, 2.65093, -0.97063)
O (-2.97518, 1.99540, -1.84600)
N (-4.38754, 2.10574, -0.07804)
C (-4.61655, 0.67306, 0.07403)
H (-4.19498, 4.63564, -0.51859)
H (-2.89057, 4.59211, -1.74380)
H (-2.55598, 4.15928, -0.01045)
H (-4.75904, 2.71114, 0.63315)
H (-3.73567, 0.11720, -0.23977)
H (-5.48798, 0.27436, -0.43729)
H (-4.65790, 0.47443, 1.14545)
C (-1.35272, -2.65760, 2.96244)
C (-1.95492, -2.62293, 4.33855)
O (-2.46246, -3.92860, 4.41546)
C (-2.88237, -4.29225, 3.13124)
O (-3.60891, -5.19038, 2.90251)
O (-2.22608, -3.50918, 2.25495)
F (-3.01775, -1.75688, 4.45505)
H (-0.30273, -2.94894, 2.94464)
H (-1.33159, -1.64338, 2.55498)
H (-1.24452, -2.37905, 5.12876)
C (3.11438, 0.79090, -0.65628)
C (2.58303, 0.59853, -2.09221)
O (2.94860, -0.73569, -2.48190)
S (3.54220, -1.53656, -1.16767)
O (4.63647, -2.40047, -1.49302)
O (2.43984, -1.92498, -0.32851)
O (4.15732, -0.15034, -0.56410)
H (2.34779, 0.60131, 0.10217)
H (3.45631, 1.81378, -0.49853)
H (3.09481, 1.33068, -2.71241)
H (1.49843, 0.67589, -2.11708)

HOMO-LUMO gap: 9.40 eV
HOMO energy: -9.20 eV
E_tot: -60232.67391 eV
Net charge: 0


# 5
Molecular formula: CH12F3O9PtS
Method: DFT, the ωB97M-V functional and the def2-TZVPD basis

CARTESIAN COORDINATES (ANGSTROEM)
Pt (-9.36318, 2.31131, -4.92293)
C (-11.96460, 2.43966, -8.95699)
F (-12.81620, 3.19465, -8.37809)
F (-12.19386, 1.12106, -8.63188)
F (-11.96782, 2.50361, -10.28045)
S (-10.05603, 2.90736, -8.43593)
O (-9.95467, 2.42517, -7.08312)
O (-9.20361, 2.15582, -9.32003)
O (-9.95666, 4.33228, -8.65186)
O (-10.10749, 3.90307, -3.21606)
H (-10.94764, 4.34840, -3.10632)
H (-9.64727, 4.05195, -2.39007)
O (-7.27559, 1.98524, -5.41478)
H (-7.10891, 1.39006, -6.14569)
H (-6.42496, 2.08430, -4.98718)
O (-9.47288, 0.14426, -5.67954)
H (-9.34369, -0.19271, -6.56610)
H (-9.67242, -0.63104, -5.15483)
O (-8.71575, 4.41773, -5.56174)
H (-7.90565, 4.89664, -5.73669)
H (-9.39219, 4.91391, -6.02268)
O (-11.42698, 2.08193, -4.95296)
H (-11.79485, 1.59927, -5.69319)
H (-12.18658, 2.32524, -4.42377)
O (-8.82599, 1.31930, -3.09112)
H (-8.22053, 0.58048, -3.15274)
H (-8.69812, 1.66123, -2.20627)

HOMO-LUMO gap (alpha / beta): 10.17 / 5.07 eV
HOMO energy (alpha / beta): -16.82 / -17.02 eV
E_tot: -41871.58585 eV
Spin multiplicity: 4
Net charge: +2


# 6
Molecular formula: C26H23IrN14
Method: DFT, the ωB97M-V functional and the def2-TZVPD basis

CARTESIAN COORDINATES (ANGSTROEM)
Ir (0.02363, -0.75824, -0.35794)
C (1.58299, 2.03332, -3.55130)
C (1.48035, 0.95980, -2.65302)
N (0.49029, 0.85163, -1.80710)
C (-0.50267, 1.78789, -1.80105)
C (-0.52629, 2.84633, -2.73686)
C (0.59122, 2.97035, -3.58774)
C (-1.66179, 3.67999, -2.79519)
C (-2.72595, 3.40277, -1.98284)
C (-2.66897, 2.39869, -0.99732)
C (-1.51901, 1.65875, -0.81548)
N (-1.25149, 0.73352, 0.15768)
C (-1.88990, 0.59809, 1.34911)
C (-2.72759, 1.49056, 1.98952)
C (-3.49121, 1.08544, 3.10052)
C (-3.41330, -0.18196, 3.60629)
C (-2.42147, -1.05092, 3.10987)
C (-2.15103, -2.32440, 3.64650)
C (-1.09469, -3.05535, 3.18271)
C (-0.29271, -2.53066, 2.16172)
N (-0.55032, -1.37040, 1.60320)
C (-1.61509, -0.62614, 2.02888)
H (2.43469, 2.09516, -4.21425)
H (2.22426, 0.17212, -2.61839)
H (0.64948, 3.81531, -4.26495)
H (-1.70686, 4.47662, -3.52686)
H (-3.64541, 3.96345, -2.10714)
H (-3.54858, 2.14881, -0.42289)
H (-2.77609, 2.51514, 1.65045)
H (-4.16816, 1.79714, 3.55630)
H (-4.06347, -0.50705, 4.40885)
H (-2.78845, -2.71684, 4.43064)
H (-0.85880, -4.02546, 3.59881)
H (0.57539, -3.06222, 1.78909)
N (-0.55432, -4.01665, -1.27498)
C (-1.64013, -3.17373, -1.13088)
N (-2.89085, -3.57084, -1.17728)
N (-3.62332, -2.44786, -0.98188)
N (-2.85927, -1.42882, -0.82586)
N (-1.57227, -1.85933, -0.92516)
C (0.75750, -3.62956, -1.13345)
N (1.79138, -4.44737, -1.21838)
N (2.86963, -3.66736, -1.00487)
N (2.50839, -2.44858, -0.80238)
N (1.15329, -2.38983, -0.87629)
H (-0.73784, -4.99043, -1.43486)
N (1.75453, 0.16848, 0.41756)
C (2.90149, -0.01055, 0.39194)
N (4.20420, -0.05421, 0.46645)
C (5.02585, -0.10898, -0.76262)
C (5.87782, -1.36922, -0.74618)
C (6.87303, -1.33004, 0.43235)
C (6.31891, -0.49031, 1.59823)
C (4.80807, -0.62370, 1.69470)
H (5.66231, 0.77750, -0.79770)
H (4.36478, -0.09781, -1.62524)
H (6.40617, -1.45079, -1.69660)
H (5.22056, -2.23607, -0.67044)
H (7.82347, -0.90543, 0.10573)
H (7.06752, -2.34817, 0.77162)
H (6.57067, 0.56364, 1.46064)
H (6.76022, -0.80595, 2.54352)
H (4.42051, -0.08207, 2.55534)
H (4.52398, -1.67521, 1.79287)

HOMO-LUMO gap: 6.52 eV
HOMO energy: -6.96 eV
E_tot: -51035.97139 eV
Net charge: 0


Repeat the fourth record exactly.
Molecular formula: C17H35FN4O11S
Method: DFT, the ωB97M-V functional and the def2-TZVPD basis

CARTESIAN COORDINATES (ANGSTROEM)
C (-0.49874, 2.38414, 1.57721)
C (-0.28269, 0.93800, 1.15347)
O (0.56614, 0.23090, 1.69389)
N (-1.10771, 0.48709, 0.20892)
C (-1.07825, -0.88372, -0.32055)
H (-1.51948, 2.75700, 1.46108)
H (0.09130, 3.01594, 0.90772)
H (-0.24675, 2.55034, 2.62085)
H (-1.73850, 1.07977, -0.31233)
H (-1.36844, -0.87857, -1.36292)
H (-1.91509, -1.34578, 0.21827)
H (-0.13977, -1.36548, -0.07197)
C (-1.50422, -0.24390, -4.19803)
C (-0.34771, -1.24345, -4.15124)
O (0.09086, -1.63949, -3.08105)
N (0.14927, -1.66515, -5.33839)
C (1.15538, -2.66251, -5.52100)
H (-1.53068, 0.33085, -3.27847)
H (-2.44344, -0.79911, -4.23833)
H (-1.42748, 0.37517, -5.09160)
H (-0.40099, -1.40057, -6.13930)
H (0.83392, -3.61516, -5.94251)
H (1.70025, -2.91276, -4.61025)
H (1.97570, -2.25574, -6.12156)
C (2.87485, 2.72269, 2.93364)
C (3.39012, 1.35980, 3.33514)
O (3.44101, 1.06236, 4.52310)
N (3.87407, 0.57894, 2.36495)
C (4.54441, -0.67453, 2.67481)
H (2.35801, 3.22857, 3.74257)
H (2.23522, 2.72600, 2.04816)
H (3.75417, 3.32086, 2.67499)
H (3.85433, 0.77120, 1.37594)
H (5.33776, -0.82653, 1.93335)
H (3.82805, -1.47651, 2.48820)
H (5.12423, -0.70171, 3.59075)
C (-3.27278, 4.14788, -0.83460)
C (-3.53007, 2.65093, -0.97063)
O (-2.97518, 1.99540, -1.84600)
N (-4.38754, 2.10574, -0.07804)
C (-4.61655, 0.67306, 0.07403)
H (-4.19498, 4.63564, -0.51859)
H (-2.89057, 4.59211, -1.74380)
H (-2.55598, 4.15928, -0.01045)
H (-4.75904, 2.71114, 0.63315)
H (-3.73567, 0.11720, -0.23977)
H (-5.48798, 0.27436, -0.43729)
H (-4.65790, 0.47443, 1.14545)
C (-1.35272, -2.65760, 2.96244)
C (-1.95492, -2.62293, 4.33855)
O (-2.46246, -3.92860, 4.41546)
C (-2.88237, -4.29225, 3.13124)
O (-3.60891, -5.19038, 2.90251)
O (-2.22608, -3.50918, 2.25495)
F (-3.01775, -1.75688, 4.45505)
H (-0.30273, -2.94894, 2.94464)
H (-1.33159, -1.64338, 2.55498)
H (-1.24452, -2.37905, 5.12876)
C (3.11438, 0.79090, -0.65628)
C (2.58303, 0.59853, -2.09221)
O (2.94860, -0.73569, -2.48190)
S (3.54220, -1.53656, -1.16767)
O (4.63647, -2.40047, -1.49302)
O (2.43984, -1.92498, -0.32851)
O (4.15732, -0.15034, -0.56410)
H (2.34779, 0.60131, 0.10217)
H (3.45631, 1.81378, -0.49853)
H (3.09481, 1.33068, -2.71241)
H (1.49843, 0.67589, -2.11708)

HOMO-LUMO gap: 9.40 eV
HOMO energy: -9.20 eV
E_tot: -60232.67391 eV
Net charge: 0


- Number 2 is which compound?
  C3H11N2O2


- The highest net charge belongs to which entry?
  C16H19F6IrN7O2PSb